(1)
This record from the Open Molecules 2025 dataset describes a 8-piece molecular cluster, C28H79N7O8 overall at a distorted geometry. The level of theory is wB97M-V/def2-TZVPD.

Structure (XYZ):
```
122
Properties=species:S:1:pos:R:3:lowdin_charge:R:1
C -1.89 -2.36 1.17 -0.052
C -1.85 -1.75 2.53 -0.466
C -2.09 -2.81 3.46 -0.261
O -3.41 -3.25 3.22 -0.201
C -3.71 -4.34 4.02 -0.129
N -0.49 -1.22 2.75 0.071
H -0.93 -2.92 0.96 0.099
H -1.99 -1.56 0.44 0.052
H -2.59 -3.15 1.15 0.069
H -2.66 -1.02 2.75 0.158
H -1.94 -2.52 4.54 0.146
H -1.41 -3.67 3.25 0.142
H -3.60 -4.05 5.06 0.082
H -2.97 -5.15 3.85 0.093
H -4.70 -4.70 3.75 0.095
H -0.27 -0.43 2.14 0.028
H -0.54 -0.82 3.70 0.056
C -5.15 3.02 0.20 -0.044
C -3.92 2.11 0.33 -0.423
C -4.31 0.66 0.10 -0.232
O -5.13 0.32 1.18 -0.181
C -5.68 -0.92 1.05 -0.131
N -2.99 2.43 -0.77 0.043
H -5.09 3.93 0.78 0.069
H -6.04 2.52 0.52 0.069
H -5.15 3.32 -0.83 0.068
H -3.53 2.17 1.36 0.128
H -3.41 0.02 0.14 0.098
H -4.77 0.54 -0.90 0.142
H -6.15 -1.08 0.12 0.077
H -6.33 -1.05 1.91 0.092
H -4.91 -1.73 1.25 0.096
H -2.84 3.46 -0.76 0.088
H -2.09 2.02 -0.60 0.027
C -2.14 -0.84 -2.57 -0.050
C -0.88 -1.53 -2.21 -0.451
C -0.51 -2.42 -3.36 -0.200
O 0.78 -3.03 -3.17 -0.227
C 1.09 -3.89 -4.26 -0.108
N 0.13 -0.51 -1.84 0.089
H -2.46 -0.32 -1.66 0.052
H -2.89 -1.60 -2.90 0.108
H -1.98 -0.12 -3.39 0.089
H -1.01 -2.16 -1.33 0.114
H -0.52 -1.77 -4.30 0.137
H -1.32 -3.18 -3.45 0.140
H 0.93 -3.43 -5.25 0.093
H 0.50 -4.81 -4.20 0.092
H 2.14 -4.15 -4.18 0.080
H 0.22 0.07 -2.67 0.060
H 1.01 -0.99 -1.71 0.041
C 0.80 4.72 -4.99 -0.078
C 0.31 3.36 -5.39 -0.443
C 1.32 2.32 -4.88 -0.217
O 0.79 1.02 -4.96 -0.180
C 1.77 0.11 -4.66 -0.150
N -1.01 3.10 -4.84 0.045
H 0.85 4.93 -3.92 0.076
H 0.19 5.47 -5.43 0.072
H 1.85 4.81 -5.30 0.083
H 0.29 3.36 -6.48 0.141
H 1.47 2.57 -3.82 0.117
H 2.25 2.37 -5.44 0.125
H 1.39 -0.92 -4.85 0.082
H 2.12 0.07 -3.61 0.078
H 2.64 0.21 -5.29 0.089
H -1.37 2.21 -5.20 0.073
H -1.01 3.04 -3.81 0.077
C 4.59 3.47 -0.83 -0.051
C 3.41 2.48 -1.14 -0.392
C 3.49 1.32 -0.22 -0.262
O 3.50 1.78 1.10 -0.204
C 3.40 0.74 2.09 -0.062
N 2.16 3.31 -1.03 0.053
H 4.39 3.95 0.15 0.085
H 4.73 4.25 -1.54 0.057
H 5.50 2.87 -0.79 0.078
H 3.55 2.22 -2.19 0.122
H 4.40 0.74 -0.49 0.134
H 2.64 0.64 -0.28 0.098
H 2.42 0.27 1.88 0.080
H 3.54 1.13 3.11 0.097
H 4.15 -0.04 1.89 0.080
H 2.16 3.72 -0.10 0.065
H 1.36 2.70 -1.06 0.035
C 0.22 2.75 3.37 -0.050
C -1.23 2.53 3.73 -0.426
C -1.30 2.15 5.20 -0.193
O -0.84 0.81 5.33 -0.206
C -0.84 0.47 6.68 -0.137
N -1.98 3.78 3.69 0.046
H 0.43 2.86 2.31 0.064
H 0.91 1.96 3.69 0.078
H 0.54 3.62 3.97 0.091
H -1.63 1.77 3.10 0.112
H -2.25 2.10 5.64 0.108
H -0.62 2.75 5.78 0.125
H -1.85 0.52 7.15 0.089
H -0.37 1.16 7.38 0.084
H -0.49 -0.55 6.73 0.088
H -2.98 3.67 3.60 0.066
H -1.74 4.29 2.85 0.070
C 2.02 -2.82 0.21 -0.046
C 3.40 -2.41 -0.31 -0.414
C 4.29 -3.63 -0.24 -0.170
O 4.32 -4.15 1.13 -0.212
C 5.26 -5.19 1.20 -0.130
N 3.26 -1.84 -1.64 0.052
H 2.17 -3.48 1.05 0.073
H 1.40 -3.29 -0.57 0.081
H 1.46 -2.00 0.65 0.056
H 3.69 -1.60 0.34 0.098
H 5.33 -3.44 -0.56 0.122
H 4.00 -4.49 -0.85 0.122
H 5.17 -5.82 0.31 0.082
H 4.94 -5.82 2.05 0.097
H 6.23 -4.72 1.33 0.089
H 2.74 -2.44 -2.30 0.060
H 4.16 -1.67 -2.05 0.075
O -0.40 0.83 0.63 -0.089
H 0.32 1.45 0.46 0.012
H -0.33 0.22 -0.14 0.004
```

Values from the calculation:
electronic energy = -2099.25741 hartree
frontier orbital gap = 9.3 eV
multiplicity = 1
total charge = 0
energy relative to the best compared isomer or geometry (same formula, charge and spin) = 0.740 eV

(2)
This record from the Open Molecules 2025 dataset describes C28H80InN4NaO14S as an isolated structure at a distorted geometry. The level of theory is wB97M-V/def2-TZVPD.

Structure (XYZ):
```
129
Properties=species:S:1:pos:R:3:lowdin_charge:R:1
In -2.91 1.06 -2.92 1.200
Na -0.74 -2.63 -1.36 0.475
S -0.27 0.28 -0.80 0.266
O 0.77 -0.75 -0.77 -0.330
O -1.60 -0.35 -0.76 -0.432
O -0.08 1.22 0.31 -0.326
O -0.29 0.98 -2.10 -0.430
C 2.18 -4.72 -3.76 -0.022
C 2.60 -3.34 -3.24 -0.407
C 3.61 -2.63 -4.15 -0.216
O 4.77 -3.40 -4.35 -0.149
C 5.74 -2.63 -5.01 -0.102
N 1.44 -2.49 -3.01 0.090
H 3.02 -5.27 -4.19 0.087
H 1.53 -4.59 -4.63 0.089
H 1.69 -5.28 -2.97 0.066
H 3.02 -3.50 -2.24 0.124
H 3.84 -1.62 -3.78 0.108
H 3.13 -2.47 -5.12 0.138
H 5.34 -2.16 -5.91 0.091
H 6.53 -3.28 -5.42 0.097
H 6.25 -1.91 -4.36 0.095
H 1.61 -1.80 -2.29 0.037
H 1.29 -1.90 -3.84 0.086
C -5.48 2.37 1.57 0.009
C -5.17 2.10 0.09 -0.345
C -5.31 3.37 -0.77 -0.205
O -5.07 3.07 -2.12 -0.279
C -5.18 4.23 -2.91 -0.084
N -3.80 1.65 0.00 0.174
H -6.47 2.81 1.71 0.105
H -4.72 3.03 2.00 0.077
H -5.44 1.39 2.06 0.080
H -5.88 1.37 -0.31 0.160
H -4.57 4.10 -0.42 0.134
H -6.26 3.84 -0.52 0.146
H -4.53 5.04 -2.55 0.092
H -6.20 4.63 -2.86 0.105
H -4.91 4.11 -3.96 0.099
H -3.17 2.35 0.41 0.080
H -3.65 0.83 0.63 0.065
C -1.76 -1.19 3.82 0.002
C -3.06 -1.42 3.04 -0.338
C -4.27 -1.10 3.90 -0.234
O -4.38 -2.08 4.89 -0.168
C -5.54 -1.93 5.70 -0.062
N -3.04 -0.53 1.87 0.167
H -1.73 -0.17 4.21 0.086
H -0.87 -1.26 3.18 0.057
H -1.72 -1.89 4.66 0.110
H -3.15 -2.43 2.66 0.155
H -5.15 -1.12 3.25 0.131
H -4.17 -0.09 4.30 0.128
H -6.37 -2.48 5.27 0.095
H -5.76 -0.87 5.83 0.090
H -5.33 -2.34 6.68 0.096
H -2.28 -0.80 1.25 0.079
H -2.78 0.43 2.10 0.056
C 2.35 -4.42 1.79 -0.040
C 1.44 -4.26 0.60 -0.380
C 0.63 -5.53 0.33 -0.193
O -0.28 -5.37 -0.76 -0.208
C -0.76 -6.62 -1.20 -0.097
N 0.48 -3.14 0.87 0.049
H 3.01 -5.27 1.61 0.094
H 1.83 -4.68 2.72 0.093
H 2.95 -3.52 1.97 0.078
H 1.97 -3.93 -0.30 0.127
H 0.17 -5.95 1.23 0.141
H 1.40 -6.24 0.00 0.135
H -1.55 -6.49 -1.94 0.093
H -1.17 -7.20 -0.36 0.096
H 0.02 -7.28 -1.58 0.096
H 0.08 -3.23 1.82 0.085
H 1.04 -2.31 1.08 0.049
C -1.35 5.68 -0.47 -0.066
C -1.37 4.63 -1.56 -0.282
O -1.75 3.34 -1.09 -0.160
H -1.12 6.68 -0.84 0.087
H -0.51 5.49 0.21 0.071
H -2.23 5.76 0.16 0.069
H -0.39 4.57 -2.05 0.121
H -1.99 4.93 -2.41 0.108
H -0.97 2.92 -0.71 0.044
C 5.48 -0.92 0.11 -0.054
C 4.19 -0.57 -0.64 -0.266
O 3.15 -0.46 0.34 -0.108
H 5.95 -0.03 0.52 0.083
H 6.24 -1.24 -0.61 0.081
H 5.39 -1.71 0.84 0.082
H 3.93 -1.43 -1.28 0.100
H 4.21 0.33 -1.26 0.103
H 2.28 -0.69 -0.07 0.026
C -2.27 3.06 4.31 -0.054
C -1.98 3.30 2.84 -0.275
O -1.96 2.05 2.14 -0.139
H -2.39 3.99 4.88 0.090
H -1.47 2.47 4.75 0.070
H -3.26 2.60 4.38 0.071
H -1.04 3.85 2.70 0.125
H -2.70 3.96 2.33 0.102
H -1.12 1.98 1.63 0.062
C 1.80 1.24 3.69 -0.042
C 1.81 -0.22 3.29 -0.314
O 3.13 -0.74 3.19 -0.034
H 0.82 1.52 4.09 0.065
H 2.04 1.93 2.88 0.064
H 2.55 1.49 4.45 0.090
H 1.21 -0.37 2.38 0.084
H 1.32 -0.86 4.03 0.110
H 3.45 -0.45 2.32 0.057
C 3.67 4.17 0.35 -0.064
C 2.56 3.23 -0.05 -0.296
O 1.45 3.34 0.83 -0.080
H 3.35 5.21 0.31 0.083
H 4.49 4.05 -0.36 0.082
H 4.06 4.02 1.36 0.082
H 2.87 2.17 0.03 0.110
H 2.20 3.45 -1.07 0.120
H 0.93 2.51 0.72 0.017
C 3.63 0.95 -5.40 -0.057
C 2.82 1.23 -4.16 -0.296
O 1.56 0.56 -4.16 -0.074
H 3.04 1.33 -6.23 0.089
H 3.74 -0.11 -5.61 0.053
H 4.62 1.39 -5.36 0.089
H 2.56 2.29 -4.01 0.125
H 3.35 0.99 -3.22 0.097
H 1.16 0.75 -3.29 0.030
```

Values from the calculation:
electronic energy = -3137.10376 hartree
frontier orbital gap = 2.0 eV
multiplicity = 1
total charge = +2

(3)
This record from the Open Molecules 2025 dataset describes C28H80N4Na3O14P as an isolated structure at a distorted geometry. The level of theory is wB97M-V/def2-TZVPD.

Structure (XYZ):
```
130
Properties=species:S:1:pos:R:3:lowdin_charge:R:1
Na 2.65 -2.56 -2.51 0.739
Na -2.56 0.89 -1.35 0.752
Na 1.26 -1.20 3.59 0.771
P 0.65 -0.70 -0.05 -0.225
O 0.93 -2.09 0.58 -0.531
O -0.23 0.15 0.90 -0.532
O 0.13 -0.92 -1.52 -0.548
O 2.01 0.01 -0.25 -0.534
C -2.19 6.88 0.17 -0.074
C -2.26 5.80 1.19 -0.457
C -3.59 5.87 1.89 -0.197
O -3.67 7.15 2.48 -0.204
C -4.81 7.47 3.22 -0.119
N -2.06 4.54 0.52 0.038
H -2.67 6.65 -0.79 0.085
H -1.19 7.00 -0.23 0.078
H -2.50 7.87 0.48 0.084
H -1.43 5.95 1.89 0.144
H -3.68 5.11 2.66 0.123
H -4.45 5.84 1.22 0.132
H -5.73 7.05 2.83 0.080
H -4.94 8.55 3.35 0.091
H -4.81 6.95 4.18 0.080
H -1.86 3.70 1.05 0.069
H -1.14 4.70 0.13 0.073
C -2.90 -5.50 2.91 -0.084
C -2.31 -6.26 1.75 -0.420
C -2.95 -5.83 0.35 -0.145
O -4.40 -6.05 0.37 -0.209
C -5.03 -5.67 -0.85 -0.122
N -0.89 -5.92 1.83 0.029
H -2.45 -5.80 3.85 0.076
H -3.97 -5.69 2.84 0.072
H -2.65 -4.45 2.82 0.075
H -2.43 -7.33 1.90 0.136
H -2.46 -6.33 -0.48 0.111
H -2.71 -4.79 0.09 0.113
H -4.75 -6.28 -1.71 0.077
H -4.86 -4.62 -1.07 0.082
H -6.07 -5.97 -0.69 0.085
H -0.36 -6.53 1.22 0.066
H -0.76 -4.99 1.47 0.067
C -5.97 0.41 2.24 -0.064
C -5.69 -1.09 2.40 -0.408
C -6.90 -2.04 2.32 -0.201
O -7.76 -1.80 3.41 -0.189
C -9.15 -2.12 3.38 -0.093
N -4.69 -1.37 1.34 0.031
H -6.79 0.58 1.54 0.076
H -5.07 1.00 2.10 0.068
H -6.38 0.70 3.21 0.068
H -5.23 -1.17 3.38 0.131
H -6.58 -3.08 2.28 0.118
H -7.38 -1.97 1.34 0.124
H -9.65 -2.01 4.34 0.079
H -9.40 -3.12 3.06 0.088
H -9.59 -1.25 2.89 0.086
H -3.77 -1.06 1.62 0.066
H -4.54 -2.36 1.21 0.054
C 2.67 -0.23 -6.65 -0.037
C 3.26 0.90 -5.73 -0.460
C 3.87 2.03 -6.50 -0.151
O 5.22 1.65 -6.99 -0.210
C 6.26 1.59 -6.01 -0.112
N 2.19 1.41 -4.92 0.052
H 2.20 -1.04 -6.09 0.059
H 3.56 -0.70 -7.09 0.071
H 2.02 0.15 -7.44 0.078
H 4.08 0.47 -5.16 0.116
H 3.94 2.90 -5.84 0.117
H 3.37 2.15 -7.46 0.128
H 6.25 0.63 -5.50 0.076
H 6.19 2.42 -5.29 0.080
H 7.20 1.79 -6.53 0.084
H 2.46 2.15 -4.28 0.064
H 1.74 0.67 -4.40 0.071
C 4.11 3.15 5.05 -0.107
C 3.75 3.04 3.62 -0.365
O 3.91 1.71 3.19 -0.067
H 4.08 4.22 5.26 0.080
H 5.11 2.74 5.19 0.081
H 3.38 2.67 5.70 0.073
H 4.47 3.64 3.06 0.114
H 2.75 3.48 3.58 0.116
H 3.48 1.67 2.34 0.080
C -3.26 2.17 6.46 -0.074
C -1.88 1.94 5.81 -0.314
O -1.89 0.73 5.10 -0.086
H -4.18 1.81 6.00 0.068
H -3.40 3.24 6.61 0.066
H -3.33 1.61 7.39 0.066
H -1.00 1.96 6.45 0.105
H -1.62 2.78 5.16 0.102
H -1.70 0.90 4.17 0.077
C 3.54 6.03 -2.50 -0.077
C 3.67 4.61 -1.95 -0.356
O 2.41 4.07 -1.67 -0.074
H 2.86 6.01 -3.35 0.072
H 4.51 6.45 -2.77 0.070
H 3.16 6.66 -1.69 0.072
H 4.34 4.69 -1.09 0.100
H 4.14 3.84 -2.56 0.098
H 2.48 3.16 -1.39 0.082
C 8.52 -0.11 -1.47 -0.085
C 7.20 0.34 -0.90 -0.339
O 6.18 -0.43 -1.47 -0.092
H 8.90 -1.08 -1.15 0.073
H 9.24 0.71 -1.36 0.073
H 8.43 -0.25 -2.55 0.068
H 6.91 1.34 -1.23 0.110
H 7.21 0.28 0.19 0.113
H 5.37 -0.13 -1.06 0.077
C -1.69 -5.94 -5.36 -0.084
C -1.56 -4.54 -4.74 -0.319
O -0.57 -4.54 -3.73 -0.084
H -0.72 -6.24 -5.75 0.070
H -2.31 -6.05 -6.25 0.068
H -2.06 -6.68 -4.64 0.069
H -2.47 -4.24 -4.22 0.105
H -1.38 -3.84 -5.56 0.104
H -0.61 -3.72 -3.24 0.073
C 6.39 -5.19 -0.28 -0.089
C 5.22 -4.55 0.47 -0.299
O 3.97 -4.98 -0.10 -0.079
H 6.43 -5.13 -1.37 0.066
H 6.36 -6.27 -0.19 0.067
H 7.36 -4.86 0.09 0.071
H 5.38 -3.48 0.54 0.103
H 5.27 -4.80 1.53 0.104
H 3.28 -4.43 0.26 0.070
```

Values from the calculation:
electronic energy = -3215.28225 hartree
frontier orbital gap = 4.5 eV
multiplicity = 1
total charge = 0
energy relative to the best compared isomer or geometry (same formula, charge and spin) = 12.337 eV

> Which formula does entry 2 have?

C28H80InN4NaO14S

> Which of these has the lowest frontier orbital gap?

C28H80InN4NaO14S

> Which value of multiplicity does entry 1 give?

1

> Among the records above, which one has the highest electronic energy?

C28H79N7O8